Entry 1:
Molecular formula: C18H17FN2O2
Method: DFT, wB97M-V/def2-TZVPD

```
40
Properties=species:S:1:pos:R:3
C 4.32766 -1.04604 -0.36297
C 3.57899 -2.32188 -0.58400
C 4.21753 -3.64981 -0.65392
C 3.53687 -4.84322 -0.66128
F 4.17758 -6.05582 -0.56545
C 2.13663 -4.78322 -0.69176
C 1.42770 -3.50994 -0.71981
C 0.01262 -3.49294 -0.96439
O -0.58418 -4.57398 -1.10823
N -0.53767 -2.27777 -1.00084
C 0.15607 -1.11939 -0.86726
C -0.60884 0.06770 -0.50340
C -0.03495 1.35031 -0.74541
C -0.76691 2.41478 -0.29449
C -1.84449 2.32825 0.49036
C -2.61825 3.60109 0.96626
C -4.09209 3.36849 1.34492
C -1.81134 4.36821 1.95982
O -2.71858 4.46279 -0.11950
C -2.44336 1.07442 0.75483
C -1.84662 -0.08726 0.20084
N 1.50146 -1.09459 -1.02730
C 2.19097 -2.31603 -0.86309
H 4.96990 -0.96338 -1.23425
H 4.92631 -1.28714 0.50315
H 3.77844 -0.12310 -0.05852
H 5.25326 -3.81861 -0.64612
H 1.53978 -5.70020 -0.67175
H -1.44907 -2.09227 -1.36453
H 0.84474 1.45444 -1.38301
H -0.49859 3.48430 -0.64522
H -4.72396 4.20112 1.66451
H -4.52432 2.89267 0.35847
H -4.11876 2.55804 2.12428
H -1.31031 5.31458 1.58262
H -0.95457 3.84664 2.15974
H -2.24851 4.64581 2.82963
H -3.09008 3.94513 -0.89033
H -3.37969 0.84992 1.36936
H -2.37136 -1.07208 0.31803
```

The SMILES is Cc1cc(F)cc2c(=O)[nH]c(-c3ccc(C(C)(C)O)cc3)nc12. For the relative energy (zero: lowest compared OMol25 entry of this formula, charge and spin), the calculation gives 175.8 kJ/mol. The value obtained for the HOMO energy is -8.3 eV. As for the total charge: 0. The LUMO energy is -0.4 eV. The value obtained for the HOMO-LUMO gap is 7.86 eV.

***

Entry 2:
Molecular formula: C18H17NO6S2
Method: DFT, wB97M-V/def2-TZVPD

```
44
Properties=species:S:1:pos:R:3
O -7.85673 0.16381 -1.56622
C -7.07830 -0.77074 -1.41950
O -7.52028 -1.99421 -1.05435
C -5.60743 -0.44376 -1.48385
O -4.84276 -1.32024 -0.78187
C -3.71637 -1.59280 -1.37114
C -3.44811 -2.48214 -2.39454
C -4.39565 -3.38059 -3.07134
O -4.07544 -4.00234 -3.98450
O -5.60609 -3.35631 -2.52125
S -1.72609 -2.48712 -2.80976
C -1.35297 -1.38122 -1.54289
C -2.42460 -1.13373 -0.76917
S -2.22330 -0.00874 0.54222
C -0.40198 -0.04316 0.13641
C 0.65967 0.60587 0.82189
C 1.94306 0.59788 0.28923
N 2.95745 1.39926 0.76160
C 3.76136 0.99650 2.02027
C 5.28496 0.87246 1.85375
C 5.90439 2.23930 1.49271
O 5.41470 3.09668 2.54227
C 3.99476 3.24705 2.75085
C 3.36926 1.94052 3.12499
C 2.15210 -0.22101 -0.80845
C 1.16506 -1.05170 -1.35199
C -0.16956 -0.81741 -1.03233
H -6.75974 -2.53903 -0.99419
H -5.52699 0.59130 -1.16662
H -5.45221 -0.47765 -2.58673
H -6.11076 -3.87710 -3.11762
H 0.53905 1.36342 1.61578
H 3.65796 1.59734 0.06387
H 3.33942 -0.04922 2.32588
H 5.62208 0.66262 2.87765
H 5.62037 -0.03681 1.46174
H 6.99037 2.08793 1.55068
H 5.80574 2.68934 0.53074
H 3.55247 3.73534 1.81108
H 3.92282 3.94731 3.55383
H 2.34128 2.03690 3.23615
H 3.85416 1.55060 4.03267
H 3.12883 -0.24273 -1.32018
H 1.31399 -1.71165 -2.24777
```

The SMILES is O=C(O)COc1c(C(=O)O)sc2c1sc1cc(NC3CCOCC3)ccc12. For the relative energy (zero: lowest compared OMol25 entry of this formula, charge and spin), the calculation gives 189.1 kJ/mol. The value obtained for the HOMO energy is -8.3 eV. As for the total charge: 0. The LUMO energy is -0.3 eV. The value obtained for the HOMO-LUMO gap is 8.00 eV.

***

Entry 3:
Molecular formula: C18H18BIN2O4S
Method: DFT, wB97M-V/def2-TZVPD

```
45
Properties=species:S:1:pos:R:3
C 1.07458 -2.75280 2.94942
N 0.01078 -1.84563 3.36577
C -0.26389 -1.90017 4.82207
C -0.43378 -0.79488 2.48540
C -0.07756 0.54806 2.68671
I 1.23429 0.94266 4.23823
C -0.47918 1.55749 1.80335
C -1.24426 1.24315 0.69170
C -1.57708 -0.10748 0.39732
C -2.19311 -0.50590 -0.81752
S -2.47495 0.66436 -2.20791
O -3.74084 0.28524 -2.90441
O -2.30614 2.11687 -1.86114
N -1.25050 0.14079 -3.25010
C 0.05857 0.71056 -3.16107
C 0.85788 0.69448 -4.30896
C 2.05633 1.32209 -4.35819
C 2.54624 1.87974 -3.18814
C 1.78574 1.88842 -2.05187
B 2.42516 2.52962 -0.75406
O 2.51819 3.90079 -0.57968
O 3.08989 1.67849 0.14810
C 0.53678 1.34282 -2.02321
C -2.50651 -1.79837 -1.03170
C -2.22602 -2.80538 -0.06507
C -1.59078 -2.45933 1.09720
C -1.19548 -1.13488 1.33946
H 2.04366 -2.26190 3.11726
H 1.05117 -2.93284 1.90212
H 1.03707 -3.72454 3.42790
H -0.74829 -2.82958 5.09026
H 0.64615 -1.74594 5.39197
H -0.97660 -1.12241 5.04680
H -0.13260 2.55432 2.03331
H -1.61447 2.01070 0.04298
H -1.70270 0.32037 -4.10460
H 0.50988 0.11386 -5.15210
H 2.69327 1.22376 -5.22950
H 3.59475 2.19048 -3.09700
H 2.27497 4.49399 -1.30941
H 3.59750 2.23766 0.74776
H 0.07993 1.25434 -1.06171
H -2.98264 -2.10434 -1.95204
H -2.64882 -3.80589 -0.18111
H -1.35656 -3.21283 1.82543
```

The SMILES is CN(C)c1c(I)ccc2c(S(=O)(=O)Nc3cccc(B(O)O)c3)cccc12. For the relative energy (zero: lowest compared OMol25 entry of this formula, charge and spin), the calculation gives 0.0 kJ/mol. The value obtained for the HOMO energy is -8.2 eV. As for the total charge: 0. The LUMO energy is -0.2 eV. The value obtained for the HOMO-LUMO gap is 7.93 eV.